Formula: C23H47IO5S2
Source: the OMol25 dataset
Level of theory: wB97M-V/def2-TZVPD

Calculated values
- SMILES: C=CC[C@]1(S)OS(=O)(=O)O[C@@]1(CCCO)CCCI.CCCCCC.CCCCCC
- Multiplicity: 1
- Net charge: 0

Each line ends with the Mulliken charge.
CARTESIAN COORDINATES (ANGSTROEM)
C  -4.18059  1.81063  -1.83414  1.543
C  1.15519  0.69158  0.55789  -1.057
H  3.45235  -1.90656  -0.75719  0.204
C  -2.77188  2.83252  1.01953  -0.813
S  -5.52389  3.46061  -0.50529  1.303
H  5.97490  -3.48212  1.68479  0.321
H  1.49205  1.71731  0.71549  0.460
H  0.93894  1.75050  4.51626  0.440
C  4.14290  -3.45963  0.54490  -0.431
H  -1.33132  2.59789  -0.60973  0.459
H  -2.39887  0.77092  1.40516  0.239
C  -4.95974  2.04263  -3.17006  -1.334
H  -0.11523  0.15815  2.98946  0.316
C  1.40354  1.56882  3.54224  -0.610
H  -2.96751  3.67698  1.67202  0.417
H  4.64330  1.01393  4.74158  0.382
H  0.06468  0.71129  0.45972  -0.243
O  -5.47720  3.70149  0.89269  -0.614
C  -2.32749  -0.09363  -1.22513  0.452
H  3.14082  0.94821  5.66228  0.347
H  4.93013  -2.65852  -1.30829  0.402
C  5.39465  -4.17020  1.06381  -0.848
H  5.08209  -4.98166  1.72886  0.398
C  -2.24529  3.14439  -0.35890  -1.353
H  -6.35705  1.25311  -4.55870  0.551
C  -5.88483  0.90628  -3.63645  -0.964
H  -5.28591  0.04339  -3.93854  0.318
C  3.57232  0.82153  4.66699  -1.261
H  -4.19525  2.10893  -3.94706  0.484
H  3.38955  1.64753  2.68741  0.175
C  -1.37216  -0.71420  -2.24114  -0.655
H  6.31980  -6.20758  -1.62530  0.381
H  -1.96815  4.19967  -0.37259  0.751
S  -2.35616  3.52625  -3.05000  -0.291
H  -5.48106  2.99819  -3.17014  0.754
C  0.97810  0.18293  3.05399  -1.187
C  -7.00173  0.38791  -2.73465  -1.131
H  6.21030  -1.49752  0.53176  0.388
H  4.76731  -5.40899  -1.41845  0.285
H  -2.60553  -0.86909  -0.50751  0.448
C  -3.57444  0.40758  -1.96665  -1.960
H  -4.39965  -0.27139  -1.74909  0.349
H  7.18397  -5.17748  0.45731  0.383
C  6.30308  -4.74338  -0.02287  -0.380
H  -0.17737  -1.03940  -0.72000  0.223
C  4.41300  -2.30115  -0.41373  -0.329
C  -3.24419  3.03255  -1.54749  1.631
H  -7.35944  -0.55686  -3.13521  0.559
O  -5.14676  1.92420  -0.74347  -0.450
H  1.57623  0.35068  -0.38934  0.479
H  0.99936  2.33352  2.87280  0.214
H  -1.11290  0.05053  -2.98425  0.399
O  -4.26140  4.06837  -1.26383  -0.456
H  5.28371  -6.64213  -0.26628  0.292
I  -8.75863  1.58842  -2.72453  0.004
H  5.36080  -0.35354  -0.49799  0.357
O  -6.67279  3.84171  -1.24465  -0.566
H  -1.78921  0.67643  -0.68289  -0.825
C  5.62917  -5.80827  -0.88144  -1.196
H  -3.36107  0.30643  -3.03110  0.512
H  3.10407  2.79755  3.97008  0.435
H  1.24648  -1.24510  1.47798  0.365
H  -4.00845  1.38688  2.00502  0.296
C  -3.07027  1.62007  1.51121  -0.678
H  2.65823  -0.25758  1.76457  -0.822
H  6.67489  -3.93856  -0.66323  0.222
H  -6.69977  0.21274  -1.70695  0.360
H  1.24966  -0.56914  3.79932  0.433
H  -1.17326  3.69604  -2.44861  0.210
H  3.44901  -0.22414  4.37950  0.250
H  -1.87069  -1.52854  -2.77852  0.314
O  -0.17234  -1.20434  -1.67154  -0.468
H  4.70646  -0.76377  1.08891  0.103
C  1.56831  -0.22383  1.70518  1.252
C  5.21982  -1.16846  0.21380  -1.135
H  3.48900  -4.18342  0.05092  0.374
C  2.91431  1.76501  3.66591  -0.374
H  3.57703  -3.08213  1.40356  0.202

***

Formula: C23H48BBrIN7O7P
Source: the OMol25 dataset
Level of theory: wB97M-V/def2-TZVPD

Calculated values
- Multiplicity: 1
- Net charge: +1

Each line ends with the Mulliken charge.
CARTESIAN COORDINATES (ANGSTROEM)
C  1.23252  -3.78110  4.49284  -0.618
B  -0.74000  -1.13470  -1.82551  0.417
O  -4.36383  -2.16519  3.21870  -0.430
H  -2.43969  -3.40003  -6.88108  0.141
C  1.13286  -5.99675  -4.52090  -0.888
H  -3.97430  -1.32983  2.90722  0.363
H  2.10986  -6.14285  -4.96904  0.349
H  2.18294  -5.55007  -7.23211  0.379
H  2.85367  -2.92632  3.33698  0.469
H  -0.56784  -4.77873  -4.89401  0.200
H  1.64383  -3.75522  2.35352  0.453
H  0.58584  -6.94048  -4.53726  0.310
H  -5.76418  -1.80240  -6.86968  0.419
C  0.72074  -4.27085  -6.32205  0.883
C  -1.20266  6.35120  5.04850  -0.851
H  0.18004  0.78914  2.02215  0.289
N  -3.16453  -2.71000  -7.02707  -0.038
N  0.36046  -4.99209  -5.22901  -0.135
H  5.24646  6.24180  6.06742  0.292
C  0.17970  -4.88922  4.16880  -0.503
H  1.69950  -0.88258  2.70745  0.387
C  1.69924  0.61416  0.41607  -0.776
P  -3.67889  -3.37358  2.31742  0.403
H  -0.05647  5.87689  3.32474  0.033
Br  -5.05267  -3.96094  0.62340  -0.220
O  0.34837  -1.39568  -2.61848  -0.621
H  -2.95497  -2.27063  -0.49416  0.395
C  4.05482  5.39190  4.52454  0.813
H  2.05724  -4.16826  5.10898  0.370
H  2.86153  -4.28199  -6.17273  0.375
H  -4.03444  -1.32364  -8.35938  0.364
H  -5.63297  -1.49816  -5.13416  0.296
H  6.11679  5.98811  4.54997  0.378
H  -1.86679  5.48800  4.97138  0.278
H  -2.51804  8.60221  3.66691  0.369
N  -1.87600  -0.41586  -2.42545  -0.675
C  1.77164  -3.07016  3.20716  -0.948
O  -0.05600  -3.45550  -6.80196  -0.625
H  1.74486  -1.20322  -0.87188  0.540
H  -1.43878  9.70563  2.80548  0.286
H  4.88433  5.30067  1.41495  0.281
N  -0.04140  -1.88160  1.90204  1.143
C  2.08838  -4.51335  -6.90679  -1.395
H  0.51137  -1.46389  3.84758  0.700
H  2.54652  0.75004  1.10836  0.511
C  -5.07882  -1.52342  -6.06883  -1.398
H  -2.48820  -0.12184  -1.66220  0.284
H  1.25745  -5.68195  -3.48300  0.250
C  5.16648  6.30000  4.98561  -1.328
H  -3.36218  -2.79187  -9.09416  0.311
H  -1.46311  -4.01636  4.82510  0.309
O  3.39154  4.72579  5.30582  -0.658
N  -1.14062  -2.40172  2.38230  -0.836
H  -0.41095  6.12126  5.76358  0.277
C  0.20253  -1.49533  0.66352  0.176
H  3.72689  6.63642  1.57425  0.289
H  0.01636  -1.51634  -3.52542  0.315
H  -2.27600  -1.52958  -8.48655  0.276
O  -0.95226  -4.81220  5.02066  -0.543
H  -1.05273  9.23906  4.46603  0.356
O  -3.77083  -3.18006  -4.92878  -0.686
H  0.70699  -3.06677  5.15194  0.365
H  0.64725  -5.86505  4.35522  0.360
H  2.22589  -3.86693  -7.76893  0.300
C  -1.47585  8.89070  3.52280  -1.331
C  -3.22301  -2.04271  -8.31361  -0.926
C  -2.09227  -2.15543  0.16169  -0.026
C  -2.13247  -2.55679  1.55535  -0.227
H  3.04419  4.70180  2.96411  -0.082
C  -3.96438  -2.53441  -5.95597  0.894
H  -0.16259  -4.86995  3.11878  0.202
C  -0.67858  7.72765  2.98835  0.903
O  -0.10816  7.77094  1.90855  -0.650
H  1.99730  1.09863  -0.52130  0.464
C  -0.86674  -1.60723  -0.28716  0.775
N  -0.60582  6.60463  3.75057  -0.033
H  -0.33202  1.39614  0.36819  0.326
C  4.46294  6.03210  2.10741  -0.875
H  5.25605  6.67584  2.47256  0.355
I  1.08717  3.27479  1.72699  0.250
H  -2.42401  -1.15469  -2.89102  0.282
C  1.51487  -0.94389  0.16563  -1.643
H  4.95168  7.33297  4.70842  0.356
C  0.48229  1.28579  1.09383  -0.738
N  3.79976  5.32869  3.19063  0.092
H  2.30281  -1.42278  0.77270  0.387
C  1.03981  -1.72865  2.91828  -1.036
H  -1.76843  7.20580  5.40436  0.333
H  -4.67131  -0.52924  -6.25750  0.367

***

Number 1: HOMO energy -8.97 eV. Number 2: HOMO energy -10.91 eV.